Record 1
C5H7NO | ωB97M-V with the def2-TZVPD basis set

Element x y z (Å)
1 C -1.990 0.000 0.095
2 C -0.562 0.246 -0.349
3 C -0.249 0.419 -1.618
4 O 0.048 0.553 -2.743
5 C 0.541 0.298 0.660
6 C 1.942 0.030 0.265
7 N 1.204 -0.949 1.060
8 H -2.563 0.931 0.179
9 H -1.978 -0.476 1.082
10 H -2.527 -0.670 -0.584
11 H 0.360 0.976 1.495
12 H 2.757 0.525 0.786
13 H 2.145 -0.184 -0.784
14 H 0.872 -1.698 0.456

Cartesian forces, eV/Å:
-0.128 -0.019 0.011
0.079 0.028 -0.202
0.201 0.046 -0.526
-0.270 -0.085 0.889
-0.082 0.182 -0.047
0.187 0.162 -0.141
-0.082 -0.237 0.039
0.096 -0.143 0.021
0.023 0.057 -0.171
0.078 0.127 0.083
0.039 -0.115 -0.147
-0.148 -0.051 -0.071
-0.056 -0.019 0.177
0.062 0.066 0.086

Summary:
energy relative to the best compared isomer or geometry (same formula, charge and spin): 50.9 kcal per mole
SMILES: CC(=C=O)[C@@H]1CN1
Kohn-Sham gap: 9.510 eV



Record 2
C32H89N7O11 | ωB97M-V with the def2-TZVPD basis set

Element x y z (Å)
1 C 34.059 17.172 -11.992
2 O 32.693 16.736 -12.087
3 C 32.427 15.487 -12.578
4 C 31.067 15.141 -11.986
5 C 29.802 15.809 -12.527
6 N 31.096 15.195 -10.498
7 H 34.109 17.901 -11.183
8 H 34.340 17.553 -12.974
9 H 34.828 16.452 -11.711
10 H 32.383 15.564 -13.665
11 H 33.159 14.763 -12.222
12 H 30.973 14.059 -12.085
13 H 29.277 15.167 -13.235
14 H 29.937 16.818 -12.916
15 H 29.054 15.894 -11.739
16 H 31.485 16.079 -10.204
17 H 31.770 14.508 -10.193
18 C 32.183 24.070 -14.378
19 O 32.686 23.312 -13.238
20 C 34.099 23.391 -13.054
21 C 34.971 22.760 -14.232
22 C 34.536 21.305 -14.480
23 N 36.370 22.756 -13.713
24 H 31.772 24.980 -13.942
25 H 31.305 23.471 -14.618
26 H 32.790 24.307 -15.251
27 H 34.373 24.406 -12.765
28 H 34.322 22.785 -12.176
29 H 34.874 23.322 -15.160
30 H 33.667 20.978 -13.909
31 H 35.264 20.564 -14.149
32 H 34.331 21.126 -15.535
33 H 36.382 22.438 -12.754
34 H 36.706 23.708 -13.750
35 C 31.403 20.750 -16.409
36 O 30.369 21.570 -15.985
37 C 29.503 22.061 -17.039
38 C 28.022 21.740 -16.766
39 C 27.765 20.217 -16.688
40 N 27.236 22.195 -17.912
41 H 31.167 19.983 -17.148
42 H 31.865 20.250 -15.558
43 H 32.220 21.356 -16.802
44 H 29.716 23.129 -17.074
45 H 29.709 21.654 -18.029
46 H 27.720 22.124 -15.791
47 H 28.501 19.731 -17.328
48 H 26.732 19.935 -16.894
49 H 27.885 19.919 -15.646
50 H 27.185 21.301 -18.381
51 H 26.297 22.481 -17.673
52 C 31.692 14.119 -19.238
53 O 31.106 14.055 -17.950
54 C 30.038 14.965 -17.595
55 C 30.472 16.160 -16.746
56 C 29.479 16.917 -15.794
57 N 31.113 17.246 -17.535
58 H 32.370 14.970 -19.175
59 H 30.992 14.355 -20.040
60 H 32.183 13.177 -19.481
61 H 29.443 15.308 -18.441
62 H 29.328 14.418 -16.976
63 H 31.304 15.835 -16.120
64 H 28.686 17.458 -16.310
65 H 30.020 17.714 -15.283
66 H 29.244 16.158 -15.048
67 H 31.713 17.885 -17.032
68 H 31.896 16.985 -18.117
69 C 25.527 18.475 -12.753
70 O 24.808 17.921 -13.900
71 C 25.605 17.379 -14.882
72 C 24.876 16.270 -15.609
73 C 24.595 15.191 -14.570
74 N 25.772 15.717 -16.629
75 H 26.071 19.302 -13.209
76 H 26.184 17.785 -12.224
77 H 24.715 18.901 -12.164
78 H 25.949 18.122 -15.602
79 H 26.408 16.764 -14.475
80 H 24.022 16.754 -16.085
81 H 24.188 14.314 -15.074
82 H 23.822 15.575 -13.904
83 H 25.442 14.799 -14.007
84 H 26.697 16.120 -16.575
85 H 25.409 16.122 -17.481
86 C 28.926 26.716 -16.020
87 O 27.877 26.182 -15.263
88 C 28.096 25.938 -13.813
89 C 26.858 25.336 -13.171
90 C 27.091 25.299 -11.605
91 N 26.584 24.018 -13.774
92 H 29.660 25.912 -16.054
93 H 29.395 27.647 -15.700
94 H 28.561 26.822 -17.042
95 H 29.003 25.334 -13.800
96 H 28.286 26.922 -13.386
97 H 25.940 25.868 -13.418
98 H 26.375 24.865 -10.907
99 H 27.175 26.287 -11.154
100 H 28.069 24.889 -11.354
101 H 27.451 23.560 -13.533
102 H 26.788 24.128 -14.757
103 C 28.616 22.731 -7.832
104 O 29.971 22.597 -8.210
105 C 30.283 23.567 -9.234
106 C 31.765 23.569 -9.631
107 C 32.751 24.261 -8.610
108 N 31.931 24.314 -10.868
109 H 28.437 21.976 -7.066
110 H 27.985 22.459 -8.678
111 H 28.359 23.754 -7.556
112 H 29.709 23.359 -10.137
113 H 29.932 24.575 -9.011
114 H 32.135 22.570 -9.864
115 H 32.547 25.301 -8.356
116 H 33.724 24.456 -9.061
117 H 33.011 23.737 -7.691
118 H 32.878 24.166 -11.187
119 H 31.367 23.961 -11.628
120 O 31.355 21.012 -12.416
121 C 30.194 20.383 -12.873
122 C 28.872 21.277 -12.508
123 O 29.081 22.395 -13.459
124 H 31.384 21.888 -12.806
125 H 30.303 20.141 -13.930
126 H 30.175 19.405 -12.392
127 H 28.954 21.528 -11.450
128 H 27.988 20.662 -12.679
129 H 29.749 22.074 -14.069
130 O 30.542 19.270 -7.089
131 C 30.742 19.267 -8.533
132 C 29.547 18.826 -9.318
133 O 29.225 17.463 -9.016
134 H 30.334 20.193 -6.923
135 H 30.908 20.330 -8.704
136 H 31.688 18.754 -8.706
137 H 29.660 19.163 -10.348
138 H 28.648 19.348 -8.988
139 H 29.740 16.900 -9.599

Cartesian forces, eV/Å:
-0.617 0.073 -0.313
1.574 1.911 1.390
-0.946 0.002 -0.216
-0.383 -1.599 1.115
-0.226 0.012 0.313
-0.009 0.471 -0.449
-0.195 0.402 -0.431
0.259 0.458 0.122
-0.450 -0.863 -0.045
0.129 -0.599 -0.382
0.161 -0.239 -0.229
-0.309 -0.123 -0.748
0.377 0.134 -0.413
0.208 -0.117 -0.194
0.226 0.037 0.359
0.228 0.315 0.016
0.026 -0.181 0.291
-1.506 -0.384 1.763
1.195 0.253 -1.814
-0.180 -0.831 -0.955
-0.206 -0.440 2.335
-0.300 -0.405 0.086
-0.558 0.443 -1.368
0.222 0.460 -0.269
0.103 0.214 -0.834
0.449 -0.492 0.338
0.286 0.361 -0.477
-0.138 -0.256 0.073
0.363 0.173 0.197
-0.447 0.532 -0.065
0.558 0.351 -0.220
0.049 -0.065 0.023
0.000 0.003 0.115
0.315 0.071 0.261
1.500 -0.167 -0.033
-1.331 -0.300 -0.366
-0.206 0.206 0.690
-0.335 -0.699 0.497
0.906 0.381 1.385
0.701 0.317 -0.142
-0.548 0.100 -0.080
-0.315 -0.072 0.309
0.153 0.163 -0.402
-0.498 0.178 -0.198
0.514 -0.283 0.054
-0.110 0.625 -0.224
-0.259 -0.520 -0.039
0.070 0.238 -0.458
0.506 -0.464 0.017
-0.721 0.496 -1.057
-0.021 -0.054 0.169
-0.232 1.240 0.391
-1.164 0.005 0.587
-0.169 0.151 0.279
1.950 2.056 0.390
0.989 -1.304 -0.761
0.391 0.648 -1.548
0.637 -0.217 -0.611
-0.390 -0.126 0.043
0.072 0.142 0.326
0.279 0.013 -0.468
0.139 -0.397 0.048
-0.338 -0.850 0.552
-0.371 -0.624 -0.015
0.331 -0.123 0.050
-0.955 0.480 -0.030
-0.830 0.320 1.477
-0.383 -1.344 -0.899
-1.227 0.606 -2.051
-0.074 0.093 1.719
0.299 -0.891 -0.349
1.056 -0.087 0.902
-1.748 -0.241 -0.613
-0.588 0.409 -0.931
0.553 0.208 0.553
-0.197 -0.196 -0.086
0.386 -0.204 0.415
0.346 0.275 0.017
0.908 0.717 0.403
-0.522 -0.703 0.122
-0.162 -0.025 -0.062
0.145 -0.216 0.334
0.327 0.587 -0.096
0.352 0.022 0.364
0.203 -0.373 -0.619
0.259 -1.349 -0.107
-1.571 0.104 1.456
0.133 1.783 -2.033
-0.533 -0.501 0.536
0.399 0.512 -0.271
1.014 -0.188 0.834
0.831 0.194 -0.173
-0.245 0.131 0.420
-0.132 0.193 0.094
-0.048 -0.411 0.711
0.287 0.068 0.283
0.369 0.888 0.233
-0.420 -0.657 -0.824
-0.033 0.559 -0.616
0.094 -0.498 -0.263
0.039 -1.157 0.301
-0.571 0.347 -0.625
0.116 -0.732 -0.503
0.479 1.292 -0.616
0.404 -0.629 -0.203
1.018 0.783 0.847
0.264 -0.022 -0.227
-0.359 0.949 -0.098
-0.114 0.406 0.278
-0.276 0.020 -0.230
0.060 -0.011 0.422
-0.167 -0.568 -0.300
0.260 0.224 0.738
-0.343 -0.564 0.777
-1.055 -0.070 0.078
0.195 -0.629 -0.598
-0.557 -0.304 -0.015
-0.079 0.209 0.147
-0.212 -0.209 0.196
0.097 -0.031 0.265
-1.435 -0.307 1.487
3.384 -1.434 -2.299
-1.016 -0.425 1.879
0.527 0.378 0.011
-0.619 0.363 -0.378
-0.211 -0.009 0.254
-0.050 0.605 -0.209
-0.273 0.492 -0.337
-0.138 -0.043 -0.634
-0.205 -0.351 -0.674
0.356 1.585 1.481
-0.599 -0.398 1.201
0.105 0.443 -1.030
-0.059 -0.030 0.447
0.240 0.013 -0.947
-0.256 -0.410 -0.369
0.188 -0.818 -0.458
0.145 0.404 0.307
0.039 -0.463 0.019

Summary:
energy relative to the best compared isomer or geometry (same formula, charge and spin): 180.5 kcal per mole
SMILES: COC[C@H](C)N.COC[C@H](C)N.COC[C@H](C)N.COC[C@H](C)N.COC[C@H](C)N.COC[C@H](C)N.COC[C@H](C)N.OCCO.OCCO
Kohn-Sham gap: 9.498 eV



Q: What is the Kohn-Sham gap in the second record?
A: 9.498 eV



Q: energy relative to the best compared isomer or geometry (same formula, charge and spin) of number 1 (C5H7NO)?
A: 50.9 kcal per mole